Record 1
{
  "formula": "C34H35N2O",
  "method": "the ωB97M-V functional and the def2-TZVPD basis",
  "energy_ha": -1501.092142,
  "e_above_lowest_kcal_mol": 6.6,
  "total_charge": 1,
  "symbols": ["C", "H", "N", "H", "C", "C", "C", "H", "C", "C", "H", "H", "H", "H", "H", "H", "H", "H", "H", "C", "H", "H", "H", "C", "C", "C", "H", "H", "C", "C", "C", "C", "H", "H", "C", "C", "H", "C", "O", "H", "H", "C", "H", "H", "H", "C", "H", "H", "H", "H", "C", "C", "C", "C", "C", "C", "H", "C", "C", "H", "C", "C", "C", "C", "H", "H", "C", "H", "N", "C", "H", "C"],
  "positions_angstrom": [[-0.6214, -0.9346, -0.3526], [-9.6920, -7.4091, 0.1723], [-4.4495, -4.4966, 2.1429], [3.4337, -1.3920, -5.2138], [-3.9402, -3.8376, -0.7100], [0.9167, 1.3975, 2.0693], [-9.6479, -4.2427, -1.1382], [-1.5631, -1.4906, -0.2546], [-2.8773, -4.2975, -1.4970], [1.0037, -2.5141, -3.3832], [-1.9159, -3.8012, -1.4155], [3.0792, -3.1078, -4.8652], [-0.8226, -2.8745, -2.3332], [-7.2201, -6.0360, 2.8590], [-3.8276, -2.9121, -0.1326], [-5.4891, -6.1515, 1.3815], [4.1028, 1.6228, 3.1784], [-5.6760, -6.0230, 4.5679], [-7.9625, -2.8783, -1.0178], [3.2705, -2.1257, -4.4140], [0.8878, -3.3845, -4.0303], [-6.2995, -6.1372, -1.5919], [-10.2660, -3.5551, -1.7169], [-10.1485, -5.5003, -0.7800], [2.2304, -0.5275, -2.7762], [-0.9682, 2.8009, 2.9852], [-4.4706, -6.8891, -3.0828], [-7.3292, -4.2507, 2.7806], [-6.1608, -4.3232, 0.4396], [-5.6690, -5.1007, 1.6667], [2.2776, -0.2383, 0.9399], [-5.7332, -5.0343, 4.0955], [-1.2712, 3.6616, 2.3689], [2.3669, -1.0492, 0.2212], [2.1457, -1.7108, -3.5223], [1.9940, 1.8970, 2.8023], [-11.1785, -5.7772, -1.0222], [-0.3174, 0.0323, 0.6324], [-6.2727, -2.9458, 0.7563], [-7.4062, -6.7424, 0.8074], [1.3080, 0.7749, -1.3695], [-3.0676, -5.3823, -2.3597], [-6.1127, -4.3022, 4.8144], [-3.9899, -3.7260, 4.0392], [-0.1868, 3.1279, 3.6725], [-5.3303, -5.6363, -1.5658], [-1.8379, 2.4540, 3.5600], [-2.2716, 0.9513, 1.3189], [-3.5923, -5.4512, 3.8521], [-5.5010, -2.6930, 1.3076], [-8.0506, -6.0257, 0.2940], [-5.1208, -4.5827, -0.6662], [-7.5726, -4.7411, 0.0033], [1.2411, -0.1934, -1.8606], [3.3814, 0.2461, 1.6648], [-1.1807, 0.9060, 1.3561], [-3.6189, -4.8104, 1.6451], [3.2412, 1.2850, 2.6058], [1.0304, 0.3352, 1.1411], [4.3661, -0.1888, 1.4997], [-6.6411, -5.1049, 2.8628], [-4.3286, -4.6686, 3.5931], [-9.3431, -6.4052, -0.0889], [0.1984, -1.1219, -1.5184], [-2.2530, -5.7130, -2.9983], [4.2080, -2.1861, -3.8460], [-4.2916, -6.0519, -2.4077], [3.1060, 0.1192, -2.9127], [-0.4382, 1.7209, 2.1637], [0.0490, -2.2250, -2.4219], [1.8732, 2.7185, 3.5115], [-8.3533, -3.8594, -0.7433]],
  "forces_ev_per_a": [[-0.2, 1.0, -0.6], [0.0, 0.4, -0.2], [0.6, 0.5, 0.3], [-0.1, -0.1, 0.1], [0.4, -0.3, -0.2], [0.1, -0.7, -0.2], [0.4, -0.1, 0.3], [0.2, 0.2, -0.3], [-0.8, 0.0, -0.1], [-0.2, 0.2, 0.1], [-0.3, -0.2, -0.1], [0.1, 0.3, 0.1], [0.4, 0.3, 0.0], [0.0, 0.4, 0.0], [-0.1, -0.6, 0.0], [-0.1, 0.2, -0.2], [-0.2, -0.1, -0.2], [-0.2, 0.3, 0.1], [-0.1, -0.3, 0.2], [0.1, -0.2, -0.3], [0.0, 0.2, 0.2], [0.4, 0.1, 0.0], [0.2, -0.2, 0.2], [-0.1, 0.0, 0.0], [-0.4, 0.3, 0.2], [-0.4, 0.3, 0.1], [0.2, 0.3, 0.1], [0.2, -0.3, 0.1], [-0.6, 0.2, -0.6], [-0.3, -0.9, 0.1], [0.7, 0.1, 0.4], [0.0, -0.3, 0.2], [0.2, -0.4, 0.1], [0.3, 0.1, 0.2], [0.0, -0.3, 0.3], [0.4, -0.3, 0.0], [0.4, 0.1, -0.1], [0.4, 0.0, 0.4], [0.7, 0.4, 0.3], [-0.3, 0.2, -0.2], [-0.1, -0.3, 0.1], [0.2, -0.2, 0.1], [0.1, -0.3, 0.0], [0.1, -0.2, 0.0], [-0.2, -0.1, -0.1], [0.7, 0.0, 0.1], [0.3, 0.1, -0.2], [0.5, 0.2, 0.0], [-0.3, 0.3, -0.1], [-0.4, -0.5, -0.3], [-0.3, 0.1, -0.3], [-0.7, 0.2, -0.2], [0.4, -0.4, 0.0], [0.4, -0.4, 0.1], [-0.6, -0.2, -0.1], [0.9, -0.2, 0.7], [-0.4, 0.0, 0.1], [-0.7, 0.1, -0.4], [0.1, 0.9, 0.1], [-0.3, 0.0, 0.1], [0.1, 0.1, -0.3], [0.3, 0.2, 0.1], [0.4, 0.1, 0.1], [0.4, 0.0, -0.5], [-0.1, 0.0, 0.1], [-0.2, 0.0, -0.1], [-0.3, 0.5, 0.2], [-0.5, -0.1, 0.0], [-1.2, -0.7, -1.0], [-0.1, 0.0, 0.5], [0.1, -0.3, -0.2], [-0.6, -0.3, -0.2]],
  "lowdin_charge": [0.129, 0.108, -0.025, 0.100, -0.042, -0.155, -0.064, 0.131, -0.088, -0.007, 0.054, 0.088, 0.084, 0.109, 0.104, 0.153, 0.113, 0.109, 0.121, -0.030, 0.126, 0.118, 0.104, -0.089, -0.012, 0.015, 0.109, 0.129, -0.394, -0.292, -0.021, -0.153, 0.111, 0.116, -0.235, 0.007, 0.105, -0.124, -0.008, 0.109, 0.128, -0.088, 0.108, 0.101, 0.085, -0.002, 0.108, 0.155, 0.112, 0.098, -0.055, -0.131, -0.168, -0.009, -0.048, 0.073, 0.117, -0.054, -0.130, 0.111, -0.115, -0.193, -0.070, -0.178, 0.099, 0.099, -0.061, 0.135, -0.063, 0.022, 0.112, -0.010]
}

***

Record 2
{
  "formula": "C34H35N3O6PPt",
  "method": "the ωB97M-V functional and the def2-TZVPD basis",
  "energy_ha": -2392.781733,
  "e_above_lowest_kcal_mol": 15.2,
  "total_charge": 1,
  "symbols": ["H", "H", "C", "H", "C", "P", "H", "H", "N", "H", "C", "H", "Pt", "C", "N", "O", "C", "H", "C", "H", "H", "H", "C", "H", "C", "C", "H", "C", "C", "H", "C", "C", "C", "C", "H", "C", "H", "C", "H", "C", "H", "C", "C", "C", "C", "H", "C", "O", "C", "H", "O", "C", "H", "H", "O", "C", "C", "H", "H", "C", "H", "H", "H", "O", "C", "C", "H", "H", "N", "C", "C", "C", "H", "H", "H", "C", "O", "H", "H", "H"],
  "positions_angstrom": [[7.2908, 0.0686, -1.6216], [-1.4157, -2.2339, -2.7876], [-4.8069, -0.4346, -1.7932], [2.3129, 3.0112, 2.1808], [0.7215, 3.1953, 4.4560], [-0.7075, -1.4318, -0.0352], [-3.3696, -2.7008, 0.2669], [-0.5603, 1.0017, 5.3976], [7.0261, 0.0466, -4.2593], [-2.1951, 1.3481, 4.7939], [5.9282, 0.0344, -3.2656], [-0.0132, 3.9566, 4.1825], [0.3876, 0.2779, 0.6712], [-3.4574, -1.8413, -0.3853], [-3.0179, 3.9067, -0.7046], [1.6338, 0.3912, -0.8711], [-1.4572, -4.4603, 3.3430], [-1.6916, 4.0300, -2.3411], [3.9010, 0.0301, -1.4347], [-1.5313, -2.7792, 4.6664], [-5.7656, -0.2009, -2.2370], [-1.2848, 2.1872, 2.7598], [3.6014, 0.0133, -2.7932], [-3.3411, 2.4208, 0.6593], [0.1602, -2.3356, -1.3252], [-1.2646, -4.8864, 2.0414], [5.4258, 0.0385, 0.0620], [1.2752, 2.6952, 2.0984], [-2.3509, -1.0412, -0.6556], [2.5677, 0.0008, -3.1090], [-4.4327, 4.2097, -0.7942], [-1.0259, -0.7621, 3.0658], [-2.4748, 0.0652, -1.4974], [2.1631, -3.4739, -2.0119], [2.1465, -4.2582, -4.0092], [6.2542, 0.0517, -1.9221], [0.6526, 3.5364, 1.7931], [-1.1213, -2.1737, 2.6532], [1.9079, -2.5776, -0.0839], [-0.9379, -2.6031, 1.3270], [-2.5874, 5.5127, -1.9524], [1.5889, -3.7183, -3.2555], [-1.3881, -3.1099, 3.6486], [-2.0780, 4.6500, -1.5305], [-4.6855, -1.5318, -0.9531], [-4.9919, 3.5196, -0.1645], [2.8119, 0.0205, -0.4171], [6.7171, -0.0998, -5.4230], [-3.7017, 0.3619, -2.0679], [-1.6108, 0.6869, -1.6985], [8.1584, -0.0092, -3.8304], [-0.4143, -2.5809, -2.5673], [-1.3093, -5.9396, 1.7996], [3.1669, -3.8167, -1.7989], [-1.4317, -0.4966, 4.3016], [1.4540, -2.7815, -1.0475], [-1.0128, -3.9597, 1.0380], [-4.7861, 4.1034, -1.8213], [1.4478, 1.2957, 3.7299], [-1.2290, 0.9160, 4.5449], [-5.5464, -2.1516, -0.7416], [-4.6344, 5.2290, -0.4619], [0.4799, 2.8327, 5.4541], [-1.3715, 2.6164, 0.1723], [-2.5507, 2.9340, 0.0870], [-0.6258, 1.4603, 3.2397], [-1.2344, 4.9857, -0.9303], [-0.8652, -4.2983, 0.0208], [-0.5960, 0.2432, 2.3919], [5.2216, 0.0420, -0.9997], [4.6247, 0.0078, -3.7259], [0.7638, 2.0873, 3.4033], [1.6927, 3.6849, 4.5201], [-1.6564, -5.1759, 4.1286], [1.2484, 2.0144, 1.2280], [0.3064, -3.2728, -3.5331], [2.9933, -0.3257, 0.7484], [-0.1379, -3.4616, -4.5010], [-3.7949, 1.2147, -2.7281], [4.4315, -0.0122, -4.7877]],
  "forces_ev_per_a": [[0.0, 0.0, 0.0], [0.0, 0.0, 0.0], [0.0, 0.0, 0.0], [0.0, 0.0, 0.0], [0.0, 0.0, 0.0], [0.0, -0.5, -0.2], [0.0, 0.0, 0.0], [0.0, 0.0, 0.0], [0.0, -1.6, 0.1], [0.0, 0.0, 0.0], [0.0, 0.4, 0.0], [0.0, 0.0, 0.0], [0.0, 0.3, 0.4], [0.0, 0.0, 0.0], [0.0, 0.0, 0.0], [0.6, -0.1, -0.2], [0.0, 0.0, 0.0], [0.0, 0.0, 0.0], [0.1, 0.0, 0.0], [0.0, 0.0, 0.0], [0.0, 0.0, 0.0], [0.0, 0.0, 0.0], [0.0, 0.0, 0.0], [0.0, 0.0, 0.0], [0.0, 0.0, 0.0], [0.0, 0.0, 0.0], [0.0, 0.0, 0.0], [-0.3, -0.1, 0.1], [0.0, 0.0, -0.1], [0.0, 0.0, 0.0], [0.0, 0.0, 0.0], [-0.1, 0.0, 0.0], [0.0, 0.0, 0.0], [0.0, 0.0, 0.0], [0.0, 0.0, 0.0], [0.0, 0.0, 0.0], [0.0, 0.0, 0.0], [0.0, 0.0, -0.1], [0.0, 0.0, 0.0], [-0.1, 0.1, 0.1], [0.0, 0.0, 0.0], [0.0, 0.0, 0.0], [0.0, 0.0, 0.0], [0.0, 0.0, 0.0], [0.0, 0.0, 0.0], [0.0, 0.0, 0.0], [-0.3, -0.1, -0.1], [0.0, 0.6, -0.2], [0.0, 0.0, 0.0], [0.0, 0.0, 0.0], [0.1, 0.6, 0.0], [0.0, 0.0, 0.0], [0.0, 0.0, 0.0], [0.0, 0.0, 0.0], [0.0, 0.0, 0.0], [0.0, 0.0, 0.0], [0.0, 0.0, 0.0], [0.0, 0.0, 0.0], [0.0, 0.0, 0.0], [0.0, 0.0, 0.0], [0.0, 0.0, 0.0], [0.0, 0.0, 0.0], [0.0, 0.0, 0.0], [0.0, 0.2, 0.1], [-0.1, 0.0, -0.1], [-0.1, 0.1, 0.0], [0.0, 0.0, 0.0], [0.0, 0.0, 0.0], [-0.2, 0.0, 0.4], [0.0, -0.1, 0.0], [0.0, 0.0, 0.0], [0.0, 0.0, 0.0], [0.0, 0.0, 0.0], [0.0, 0.0, 0.0], [0.2, 0.0, -0.1], [0.0, 0.0, 0.0], [0.3, 0.3, -0.3], [0.0, 0.0, 0.0], [0.0, 0.0, 0.0], [0.0, 0.0, 0.0]],
  "lowdin_charge": [0.124, 0.106, -0.060, 0.104, -0.051, 0.948, 0.106, 0.128, -0.348, 0.141, -0.132, 0.096, 1.031, -0.060, -0.183, -0.236, -0.035, 0.096, -0.130, 0.126, 0.112, 0.142, 0.004, 0.142, -0.349, -0.036, 0.124, -0.047, -0.341, 0.121, -0.047, -0.291, -0.106, -0.053, 0.113, 0.021, 0.093, -0.114, 0.112, -0.267, 0.092, -0.057, 0.012, -0.023, -0.060, 0.086, -0.611, 0.084, -0.068, 0.104, 0.088, -0.060, 0.119, 0.117, 0.039, -0.092, -0.061, 0.092, 0.155, -0.035, 0.112, 0.094, 0.075, -0.048, -0.351, -0.245, 0.092, 0.117, -0.046, 0.013, 0.018, -0.367, 0.092, 0.118, 0.013, -0.059, 0.003, 0.112, 0.111, 0.122]
}

***

Record 3
{
  "formula": "C34H35NO5S2",
  "method": "the ωB97M-V functional and the def2-TZVPD basis",
  "energy_ha": -2543.757949,
  "total_charge": 0,
  "symbols": ["C", "C", "C", "H", "C", "H", "C", "H", "C", "O", "H", "C", "C", "H", "H", "C", "H", "H", "H", "H", "H", "H", "C", "O", "H", "C", "C", "H", "H", "H", "H", "C", "C", "C", "S", "H", "C", "C", "H", "C", "O", "H", "C", "H", "S", "H", "C", "H", "N", "H", "C", "C", "H", "H", "O", "C", "H", "C", "H", "C", "C", "C", "H", "H", "H", "C", "O", "H", "H", "H", "C", "C", "C", "H", "C", "C", "C"],
  "positions_angstrom": [[-0.4837, -2.0681, 4.5426], [4.0617, -2.0398, -2.0008], [-2.5204, 4.1554, 2.6265], [-3.0672, 1.8907, 0.1413], [-0.5964, -3.1841, 5.3695], [-1.0686, -3.0649, 6.3443], [3.3441, -3.2071, -2.3032], [-3.2609, -1.3568, -5.5805], [-2.6621, 1.4337, 2.2026], [-1.3064, -1.7873, 0.1308], [-0.1902, -5.2973, 5.6058], [0.0847, -2.2077, 3.2777], [0.6413, -3.4283, 2.8829], [1.4449, 3.1022, -2.3855], [4.9880, 2.7142, -1.4252], [-2.7142, 1.9070, 3.5116], [-2.6843, 3.6708, 4.7384], [-0.3084, 0.9887, 0.0554], [-1.8353, -3.7811, -0.0042], [3.1177, 2.8855, -2.9459], [-0.8604, -1.0987, 4.8538], [-2.3332, 1.7761, -1.3085], [-1.1580, -0.7412, 0.9590], [0.0417, 0.4575, 2.8414], [0.9435, -5.4902, 3.3808], [-0.6843, 0.5872, -2.0542], [0.1105, 0.5813, -0.8646], [-0.6325, -0.6089, -5.2711], [4.4702, 4.0295, -0.3900], [-3.0163, 0.2338, -6.3123], [-4.3421, -0.0042, -5.1534], [2.4949, 3.2899, -2.1362], [-2.7981, 2.2953, 1.1164], [3.3340, -0.9809, -1.4724], [0.2222, -0.8139, 2.1530], [0.9784, 3.0699, 0.1642], [2.6750, 1.1290, -0.9670], [2.8819, 2.6291, -0.8128], [0.8539, -0.2299, -3.3892], [-0.1094, -4.4254, 4.9516], [-2.6341, -0.9980, 3.1809], [-3.1991, -2.6448, 0.2810], [0.5260, -4.5415, 3.7122], [0.1690, -2.1954, -1.5268], [-2.6699, -0.3116, 1.9001], [1.1210, -3.5010, 1.9108], [2.0532, 3.1578, 0.3545], [2.2881, 2.6034, 1.2733], [3.7228, 0.3407, -1.2816], [-2.0949, -3.0909, 1.6289], [-2.6529, 3.2891, 3.7179], [-2.4043, 0.0979, -4.2538], [-2.3804, 5.2244, 2.7870], [-2.5141, 4.3245, 0.4470], [1.4627, -1.1194, 1.4607], [-2.8640, 0.8147, -3.1412], [5.1335, -1.9266, -2.1831], [-3.3085, -0.2773, -5.3828], [3.8640, -4.0742, -2.7007], [1.4990, 0.3153, -0.9544], [-0.1864, 0.0780, -3.2898], [4.3595, 2.9510, -0.5599], [4.6946, 0.6285, -1.3765], [2.2907, 4.2183, 0.5293], [1.4071, -4.1889, -2.3748], [-2.5966, 3.6626, 1.3169], [-3.7787, -0.5124, 0.9791], [-3.9195, 1.0858, -3.0976], [2.6669, 4.3743, -2.0847], [4.7521, 2.4407, 0.3245], [1.2449, -2.1769, -1.6540], [1.9424, -1.0314, -1.3027], [-1.0346, -0.1630, -4.3570], [-2.7935, 1.1936, 4.3316], [-1.9945, 1.1377, -2.1161], [-2.1818, -2.9143, 0.5520], [1.9540, -3.2817, -2.1231]],
  "forces_ev_per_a": [[-0.1, -0.1, -0.2], [-0.2, -0.6, 0.0], [0.1, -0.1, -0.1], [0.3, 0.1, 0.5], [0.1, 0.1, -0.1], [0.1, -0.1, -0.2], [0.5, 0.3, 0.1], [0.0, 0.2, 0.1], [-0.7, 0.2, 0.3], [-1.1, -1.6, -0.2], [0.0, 0.3, -0.2], [0.2, 0.0, 0.5], [-0.4, 0.1, -0.2], [0.1, 0.1, 0.0], [0.0, 0.0, 0.1], [0.4, 0.3, -0.3], [0.0, 0.0, -0.3], [0.2, 1.0, -0.6], [0.0, 0.0, 0.0], [-0.2, 0.1, 0.1], [0.1, -0.2, -0.1], [0.1, -0.4, -0.2], [0.9, 0.2, 0.9], [0.4, -0.6, 0.1], [-0.1, 0.2, 0.1], [-0.6, -0.2, -1.1], [-0.7, 2.2, 0.8], [-0.1, 0.1, 0.3], [-0.1, -0.2, 0.0], [-0.1, -0.1, 0.3], [0.1, -0.1, -0.1], [-0.1, 0.2, -0.3], [0.5, 0.2, 0.1], [-0.3, 0.3, -0.5], [-0.2, -0.1, -0.4], [0.1, 0.0, 0.0], [-1.8, -0.4, 0.8], [0.0, -0.3, 0.0], [-0.3, 0.2, 0.2], [0.1, 0.1, 0.0], [-0.5, 0.4, -0.5], [0.0, -0.2, 0.1], [-0.1, 0.2, 0.1], [0.1, -0.1, -0.1], [-0.2, 0.1, -0.5], [0.0, 0.0, 0.2], [0.0, 0.1, 0.3], [-0.1, 0.1, -0.2], [1.0, -0.9, -0.1], [0.0, 0.1, -0.2], [0.0, -0.2, -0.2], [0.3, 0.4, -0.1], [-0.1, -0.3, 0.0], [-0.2, -0.2, 0.5], [-0.6, 0.4, 0.2], [0.2, -0.1, -0.4], [-0.3, -0.3, 0.0], [-0.3, -0.1, -0.2], [0.0, 0.2, 0.0], [2.2, -0.8, -0.3], [-0.2, -0.5, 0.3], [0.2, 0.2, 0.2], [-0.7, 0.1, 0.1], [-0.1, -0.3, -0.1], [0.2, 0.2, 0.0], [-0.3, -0.2, 0.1], [0.4, -0.2, 0.3], [0.3, 0.2, 0.0], [-0.1, -0.2, 0.0], [-0.1, 0.0, -0.1], [0.0, -0.8, 0.3], [0.6, 0.9, -0.6], [0.2, 0.0, 0.2], [0.2, 0.2, -0.2], [0.1, -0.7, 0.6], [0.6, 0.6, -0.2], [-0.2, 0.6, 0.2]],
  "lowdin_charge": [-0.071, -0.016, -0.077, 0.083, -0.068, 0.106, -0.092, 0.089, -0.290, -0.217, 0.104, -0.274, -0.064, 0.085, 0.080, -0.047, 0.107, 0.083, 0.090, 0.092, 0.107, 0.081, -0.441, -0.321, 0.104, -0.171, 0.062, 0.123, 0.092, 0.090, 0.077, -0.036, -0.070, -0.183, 0.717, 0.080, -0.110, -0.538, 0.123, -0.080, -0.319, 0.077, -0.077, 0.107, 0.725, 0.113, -0.028, 0.102, 0.150, 0.086, -0.064, -0.264, 0.103, 0.109, -0.298, -0.017, 0.109, -0.051, 0.095, -0.114, 0.008, -0.060, 0.157, 0.091, 0.101, -0.067, -0.310, 0.120, 0.091, 0.096, -0.028, -0.157, -0.028, 0.118, 0.012, -0.020, -0.076]
}

***

The calculation returns the following gap between HOMO and LUMO values, one per record and in order: 5.373; 8.220; 5.758 eV.
The calculation returns the following HOMO energy values, one per record and in order: -10.6; -11.3; -7.3 eV.